C5H5FIN | ωB97M-V/def2-TZVPD

- Frontier orbital gap: 8.26 eV
- Highest occupied orbital energy: -7.981 eV
- Energy: -17569.205 eV
- LUMO energy: 0.010 Eh

Each line ends with the Mulliken charge.
Atoms and positions in Å:
C1 1.63527 -0.51263 -0.47367  -0.34
C2 1.13683 -1.21828 -1.44854  0.14
C3 -0.95767 -0.50602 -0.83228  -0.63
C4 -0.50489 0.21002 0.17044  0.75
C5 -1.14372 0.90900 1.26010  -1.02
N1 0.83140 0.36900 0.22466  -0.19
F1 1.45730 -2.10158 -2.41533  -0.21
I1 -2.60123 -0.69750 -2.03735  0.14
H1 2.72011 -0.64584 -0.12412  0.26
H2 -0.42755 1.70251 1.66060  0.26
H3 -2.06766 1.46375 0.95525  0.33
H4 -1.44212 0.21147 2.06346  0.22
H5 1.36395 0.81609 0.99679  0.29